Entry from the OMol25 dataset: an isolated molecule of C22H19N3O4 at a distorted geometry (ωB97M-V/def2-TZVPD).

```
! RIJCOSX wB97M-V def2-TZVPD def2/J DEFGRID3
* xyz 0 1
C 2.3486 -5.7492 -2.8934
H 2.4562 -5.9707 -1.8267
H 3.0484 -6.3618 -3.4596
O 2.6909 -4.4154 -3.1819
C 1.9714 -3.4177 -2.6002
C 0.9045 -3.6037 -1.7291
C 0.2448 -2.5072 -1.1990
C 0.6290 -1.2152 -1.5166
C 1.7013 -1.0349 -2.3842
C 2.3628 -2.1165 -2.9220
H 3.1945 -1.9840 -3.5955
H 2.0185 -0.0345 -2.6398
C -0.0983 -0.0135 -0.9584
N -0.6817 -0.2630 0.3392
C -1.9832 -0.4994 0.6253
O -2.3773 -0.5019 1.7896
C -2.9400 -0.7819 -0.4497
C -4.3042 -0.8757 -0.3072
C -4.8128 -1.2216 -1.5747
C -3.7288 -1.3217 -2.3956
O -2.5982 -1.0585 -1.7316
H -3.6371 -1.5656 -3.4359
H -5.8381 -1.3769 -1.8391
H -4.8494 -0.7116 0.5988
C 0.2390 -0.1563 1.4606
C 0.2936 1.2624 1.9623
N 1.3138 1.9900 1.6891
C 1.3166 3.2887 2.1412
C 2.4248 4.0971 1.8692
C 2.4523 5.3996 2.3130
C 1.3827 5.9283 3.0339
C 0.2825 5.1474 3.3080
C 0.2366 3.8244 2.8671
C -0.9311 2.9859 3.1438
O -1.9337 3.3290 3.7307
N -0.7967 1.6930 2.6512
H -1.5786 1.0452 2.7689
H -0.5609 5.5295 3.8632
H 1.4200 6.9516 3.3762
H 3.3111 6.0201 2.1021
H 3.2448 3.6725 1.3120
H 1.2305 -0.4665 1.1301
H -0.1170 -0.8126 2.2601
H 0.6048 0.8199 -0.8492
H -0.8775 0.2998 -1.6567
H -0.5810 -2.6731 -0.5231
H 0.5749 -4.5932 -1.4545
H 1.3270 -5.9805 -3.2119
*
```

Properties
Kohn-Sham gap	9.10	eV
HOMO level	-8.6	eV
energy relative to the best compared isomer or geometry (same formula, charge and spin)	20.6	kcal per mole
strongest force on any atom	0.0258	hartree/bohr
E_LUMO	0.0188	Eh

What are the Löwdin partial charges on each atom? They are as follows, in elementary charge units: -0.090, 0.096, 0.093, -0.084, -0.278, -0.010, -0.025, -0.208, -0.030, 0.002, 0.118, 0.116, -0.101, -0.032, -0.383, 0.046, -0.174, 0.020, -0.040, -0.092, 0.028, 0.127, 0.105, 0.122, -0.051, -0.286, 0.162, -0.214, -0.018, -0.076, -0.078, -0.011, -0.073, -0.398, 0.083, 0.209, 0.139, 0.119, 0.102, 0.103, 0.109, 0.137, 0.138, 0.130, 0.132, 0.117, 0.103, 0.095

Entry from the OMol25 dataset: a structure of composition C22H19N3OSSn (ωB97M-V/def2-TZVPD).

```
! RIJCOSX wB97M-V def2-TZVPD def2/J DEFGRID3
* xyz 2 1
Sn 1.3894 0.5176 -0.7688
N 3.5152 -1.6871 0.8558
C 2.9261 -0.8031 1.7406
C 3.3366 -0.8497 3.0779
C 2.7925 0.0285 3.9815
C 1.8352 0.9531 3.5547
C 1.4847 0.9496 2.2359
N 2.0188 0.0897 1.3301
C 3.1081 -2.1779 -0.3740
C 3.6452 -3.3969 -0.7994
C 3.2699 -3.9095 -2.0165
C 2.3501 -3.2134 -2.8050
C 1.8695 -2.0276 -2.3304
N 2.2468 -1.4997 -1.1380
H 4.2333 -2.2512 1.2849
H 4.0708 -1.5812 3.3876
H 3.1048 -0.0008 5.0166
H 1.3870 1.6622 4.2344
H 0.7566 1.6549 1.8491
H 4.3394 -3.9283 -0.1625
H 3.6793 -4.8520 -2.3543
H 2.0252 -3.5888 -3.7636
H 1.1533 -1.4467 -2.9000
O -0.3855 -0.6281 -0.5539
S -1.8727 -0.3906 -0.1681
C -2.6904 0.1403 -1.6440
C -2.0046 0.6418 -2.7405
C -2.7292 1.0507 -3.8490
C -4.1151 0.9561 -3.8475
C -4.7864 0.4412 -2.7470
C -4.0742 0.0176 -1.6359
C -1.8489 1.0791 0.8245
C -2.1042 0.9030 2.1786
C -2.0373 2.0042 3.0232
C -1.7096 3.2508 2.5095
C -1.4604 3.4153 1.1486
C -1.5404 2.3293 0.2922
H -0.9236 0.7031 -2.7453
H -2.2129 1.4400 -4.7157
H -4.6742 1.2749 -4.7164
H -5.8639 0.3550 -2.7573
H -4.5895 -0.4037 -0.7811
H -2.3594 -0.0757 2.5657
H -2.2513 1.8874 4.0769
H -1.6669 4.1089 3.1669
H -1.2339 4.3965 0.7538
H -1.4034 2.4611 -0.7748
*
```

Properties
Kohn-Sham gap	8.83	eV
HOMO level	-14.9	eV
energy relative to the best compared isomer or geometry (same formula, charge and spin)	0.0	kcal per mole
strongest force on any atom	0.0011	hartree/bohr
E_LUMO	-0.2213	Eh

What are the Löwdin partial charges on each atom? They are as follows, in elementary charge units: 1.344, 0.148, -0.262, 0.031, 0.003, -0.016, -0.123, -0.056, -0.260, 0.031, 0.004, -0.013, -0.121, -0.064, 0.153, 0.133, 0.134, 0.126, 0.088, 0.133, 0.135, 0.129, 0.109, -0.706, 1.129, -0.399, -0.088, -0.043, -0.034, -0.036, -0.063, -0.409, -0.073, -0.048, -0.039, -0.044, -0.094, 0.071, 0.121, 0.123, 0.124, 0.122, 0.121, 0.123, 0.123, 0.124, 0.110